Entry 1:
77
Properties=species:S:1:pos:R:3:forces:R:3:lowdin_charge:R:1 method="wB97M-V/def2-TZVPD" multiplicity=6
Mn 2.64459 -3.99971 1.12947 1.863 -2.586 1.806 0.849
S 5.15193 -5.77248 0.59447 0.092 0.312 0.306 0.525
P -3.32366 1.66029 -0.05134 -2.869 0.246 -1.340 1.056
P -0.80051 3.20712 0.86705 1.296 2.351 -0.727 1.031
F 6.84203 -7.68567 1.42778 -1.184 0.155 -0.089 0.114
F 5.03990 -8.44318 0.41995 0.469 0.747 0.637 0.112
F 4.90141 -7.67301 2.46759 0.515 0.093 -0.942 0.106
O 4.00816 -5.96735 -0.30507 0.445 0.428 0.437 -0.324
O 6.39602 -5.35243 -0.01605 -0.757 -0.230 0.220 -0.293
O 4.75715 -4.98095 1.79329 0.114 -0.411 -0.992 -0.377
N -3.83260 0.89763 -1.54013 0.620 -0.557 -0.818 -0.287
N 0.28155 3.42099 -0.51348 0.053 -0.886 -0.574 -0.260
N -4.99612 1.90126 0.53531 0.187 0.095 1.029 -0.260
N -0.08373 4.48415 1.83255 -0.149 0.370 1.010 -0.284
C 4.21368 -2.79324 -0.14293 0.172 3.492 1.024 -0.128
C -4.63969 0.50605 -3.61984 0.455 0.297 1.183 -0.082
C -5.43354 1.26700 1.70444 -0.790 0.803 -0.423 -0.154
C 1.77326 2.73167 -2.07471 -0.478 0.049 0.630 -0.094
C -7.07508 2.68604 1.01442 1.274 -0.506 -0.345 -0.082
C 2.46179 -3.17644 -1.95478 0.384 0.221 -0.227 -0.159
C 0.37424 4.42055 -1.48526 0.581 -0.704 -0.475 -0.156
C -3.60871 -0.45492 -3.33859 0.035 0.378 0.551 -0.100
C 3.94575 -2.96253 -1.59731 -0.001 -0.863 -0.621 -0.167
C 0.89748 -1.85882 0.40790 -0.295 0.145 0.235 -0.174
C 1.70085 -5.63193 1.81486 -0.231 -0.205 0.877 -0.238
C 3.44181 -2.02746 0.75297 2.383 0.623 -1.864 -0.169
C 2.26694 -1.15903 0.32964 -0.075 0.423 0.110 -0.190
C -4.74668 1.33065 -2.50723 0.567 -0.795 -0.388 -0.130
C 0.24526 5.66908 3.73491 -0.182 -0.379 -0.621 -0.100
C -6.01155 2.76686 0.12153 -0.380 -0.217 0.857 -0.161
C -3.08859 3.36986 -0.74575 0.213 0.096 0.097 -0.386
C 0.40458 5.74492 1.46597 -0.123 -0.033 0.962 -0.130
C -0.19710 4.46078 3.23262 0.380 0.721 -0.622 -0.161
C -3.12529 -0.19113 -2.07195 -0.783 0.544 -0.424 -0.157
C 0.89416 -3.33162 0.05602 -0.189 -0.658 -2.348 -0.186
C 5.50982 -7.49557 1.26756 0.016 -0.542 0.298 -0.588
C -2.21135 4.21115 0.19037 -0.179 -0.237 0.143 -0.395
C 0.63202 6.48783 2.61693 -0.467 -1.153 -0.442 -0.085
C 1.71228 -3.94551 -0.89518 -2.925 1.121 -0.916 -0.165
C 1.28575 4.02471 -2.45773 -0.628 -0.222 1.165 -0.077
C 1.13903 2.38095 -0.89537 -0.020 0.896 -0.619 -0.153
C -6.70559 1.72735 2.01905 0.840 -0.050 -0.600 -0.097
H -5.91245 3.37338 -0.76719 -0.106 -0.088 0.251 0.083
H 1.03209 -6.05229 1.04566 0.115 0.043 0.438 0.000
H 1.20886 1.50218 -0.27189 0.039 0.045 -0.095 0.069
H 2.44247 -3.75716 -2.89378 -0.166 0.233 0.425 0.129
H 4.52199 -3.84222 -1.93853 -0.223 0.354 0.204 0.119
H -7.30298 1.41566 2.86258 0.080 0.006 -0.064 0.089
H -2.78032 4.54084 1.07601 0.112 -0.111 -0.236 0.092
H -5.22555 0.57773 -4.52337 0.017 0.016 0.090 0.092
H 2.50654 2.13690 -2.60204 -0.113 0.059 0.070 0.090
H 0.07198 -3.92091 0.48343 0.641 0.113 0.107 0.120
H 4.34477 -2.11166 -2.18164 -0.034 -0.124 0.488 0.140
H 1.56787 4.59401 -3.33040 -0.023 -0.018 0.100 0.094
H 2.50200 -6.34976 2.07946 -0.645 0.264 0.012 -0.012
H -0.19229 5.33700 -1.41744 0.062 -0.194 -0.069 0.092
H 0.17837 -1.30220 -0.21557 0.074 -0.265 0.094 0.117
H 1.97785 -2.20689 -2.16583 0.080 -0.458 0.169 0.114
H -4.78556 0.55214 2.18666 -0.100 0.018 0.065 0.091
H 5.26482 -2.96005 0.12180 -0.614 -0.587 0.385 0.121
H 0.28266 5.94675 4.77892 0.009 -0.072 -0.124 0.090
H -5.39092 2.17834 -2.32699 0.100 -0.258 -0.073 0.086
H -0.60132 3.58020 3.71137 0.132 0.102 0.071 0.092
H 1.02297 7.49268 2.65972 -0.002 -0.081 -0.052 0.091
H 3.94924 -1.70273 1.67640 -0.263 -0.580 -0.264 0.130
H 2.24261 -0.30487 1.02928 -0.003 -0.353 -0.212 0.115
H -7.99786 3.24398 0.95196 0.094 -0.081 -0.035 0.092
H 1.14610 -5.30527 2.71573 -0.067 -0.683 -0.231 -0.015
H 1.55370 -5.01017 -1.12036 0.187 0.418 0.516 0.128
H -4.05605 3.86841 -0.87259 0.314 -0.207 -0.090 0.059
H -2.35319 -0.65546 -1.47410 -0.102 -0.047 -0.149 0.081
H 0.54780 6.00665 0.42797 0.095 -0.065 0.272 0.083
H 0.52602 -1.76674 1.44600 0.065 -0.070 -0.412 0.123
H -1.86454 5.11063 -0.33304 -0.015 -0.201 0.364 0.066
H -2.63725 3.26676 -1.74627 0.024 -0.047 0.382 0.092
H -3.26528 -1.24044 -3.99759 -0.056 0.079 0.118 0.090
H 2.43322 -0.68933 -0.65832 0.043 -0.529 0.325 0.112

***

Entry 2:
76
Properties=species:S:1:pos:R:3:forces:R:3:lowdin_charge:R:1 method="wB97M-V/def2-TZVPD" total_charge=-1 multiplicity=2
Te -2.05349 0.71241 -0.75685 -0.878 0.643 0.491 1.398
Ti 1.26084 -0.76973 -0.68797 2.684 0.098 1.108 0.352
S 1.34859 1.40832 -1.78719 -0.766 -0.616 -0.008 0.292
S 3.55719 -1.09985 -0.08943 -1.479 -0.751 -0.416 0.117
P 2.86518 1.33694 -0.40115 3.619 1.687 -0.161 0.303
F 0.96403 -1.88781 1.42373 -0.642 -0.114 0.052 0.016
F -0.03715 -3.06638 3.69507 0.103 0.032 -0.023 0.091
F -3.80056 -4.47327 1.27095 -0.054 0.018 -0.136 0.076
F -2.90431 -3.26443 -0.93522 -0.053 -0.114 -0.003 0.069
O 3.23371 2.96957 -0.15811 -0.922 0.925 0.393 -0.438
O 1.82667 1.07062 0.89352 -0.557 -0.189 -0.034 -0.531
N -0.25379 -1.99272 -0.87386 -1.056 -0.565 -0.386 -0.182
N 1.69931 -1.77755 -2.66103 -0.055 -0.025 -0.322 -0.270
C -6.60183 2.04149 0.70171 0.059 -0.005 -0.004 -0.106
C 2.24426 3.97891 0.00970 0.312 -0.024 0.076 -0.370
C -4.05363 1.27547 -0.15112 0.176 -0.180 -0.222 -0.501
C -0.22522 -2.56075 1.40917 0.101 0.264 -0.359 -0.140
C 3.56981 1.57407 2.59482 -0.178 -0.011 -0.204 -0.087
C -0.68643 -2.25780 -2.23017 0.000 -0.238 -0.263 -0.246
C -0.71825 -3.14669 2.54217 -0.163 -0.117 0.093 -0.232
C 2.83306 5.17574 0.73721 -0.128 -0.122 -0.132 -0.091
C 2.61802 -1.14456 -3.64694 0.185 0.123 -0.130 -0.261
C -0.83910 2.29088 3.72693 -0.028 -0.021 -0.060 -0.099
C 4.10591 -1.40502 -3.45960 -0.138 -0.035 0.035 -0.109
C -1.61492 0.53258 2.28077 -0.012 -0.080 -0.103 -0.131
C -1.45780 1.36173 1.17666 0.046 0.003 -0.100 -0.503
C -0.69682 3.12562 2.62631 0.006 0.019 0.103 -0.087
C -0.88286 -2.58024 0.15696 -0.371 -0.654 0.731 -0.212
C -2.61013 -3.84632 1.31457 0.048 -0.088 0.414 -0.226
C 2.36352 0.74498 2.18967 0.123 -0.057 0.248 -0.336
C 2.04872 -4.10854 -3.60413 -0.084 0.197 0.118 -0.072
C 0.33472 -1.62539 -3.17337 -0.402 -0.298 -0.145 -0.222
C -1.92690 -3.82644 2.51721 -0.009 0.116 -0.176 0.049
C -1.30923 0.99676 3.55148 0.063 0.036 0.120 -0.089
C -2.13309 -3.24213 0.17150 0.350 0.321 -0.165 -0.149
C -4.83738 0.40876 0.60380 0.061 -0.118 -0.060 -0.142
C -6.10136 0.78902 1.02973 -0.101 0.036 0.027 -0.097
C -1.01605 2.66519 1.35826 0.029 0.006 -0.112 -0.147
C 2.06967 -3.18002 -2.38683 0.110 -0.336 -0.321 -0.260
C -4.55930 2.53171 -0.46851 0.146 -0.008 -0.121 -0.149
C -5.82475 2.91331 -0.04800 -0.122 0.018 0.042 -0.102
H 4.38625 -2.42082 -3.74526 0.046 -0.008 0.009 0.061
H -2.32883 -4.30293 3.39687 -0.004 0.003 0.033 0.126
H -0.33146 4.13717 2.75849 -0.006 0.000 -0.028 0.103
H -3.95345 3.21486 -1.05159 -0.016 0.017 0.005 0.088
H -0.92326 3.31474 0.49772 0.092 0.011 0.006 0.095
H 2.44292 -0.07273 -3.57806 -0.067 -0.041 -0.046 0.048
H -6.70362 0.10432 1.61429 0.019 -0.021 0.006 0.098
H -7.59152 2.33424 1.02893 -0.002 0.012 0.003 0.094
H -1.67278 -1.83788 -2.46205 0.040 -0.012 0.079 0.084
H 2.71796 -3.75743 -4.38929 -0.004 -0.049 -0.047 0.060
H 1.41032 3.57273 0.58294 -0.142 -0.004 -0.006 0.071
H 1.04341 -4.20058 -4.01967 0.011 -0.044 -0.059 0.064
H -1.42494 0.34222 4.40685 -0.011 -0.020 -0.014 0.103
H 3.06015 -3.15858 -1.93528 -0.053 0.072 0.059 0.070
H -0.76131 -3.34149 -2.39596 0.026 0.047 -0.066 0.122
H 3.12315 4.90777 1.75379 0.044 0.003 0.004 0.059
H 1.87489 4.27827 -0.97736 -0.086 0.010 0.032 0.095
H 2.37561 -5.10151 -3.29435 0.008 -0.025 -0.021 0.075
H 1.53971 0.91498 2.87894 -0.159 0.026 0.038 0.099
H 4.65839 -0.70882 -4.09295 -0.019 -0.016 -0.057 0.076
H -4.45977 -0.57574 0.85491 0.006 0.001 0.000 0.088
H 3.82175 1.34922 3.63316 -0.004 -0.022 0.014 0.075
H 4.39008 -1.23169 -2.42329 0.026 0.004 0.029 -0.019
H 4.41941 1.32511 1.95902 0.039 0.056 0.041 0.063
H -1.99196 -0.47401 2.15008 0.032 -0.057 0.000 0.087
H 3.71223 5.54344 0.20790 0.019 0.045 0.019 0.069
H -6.20755 3.89294 -0.30767 0.016 0.007 0.001 0.096
H 3.35746 2.63813 2.49493 0.067 0.038 0.059 0.058
H 2.63648 -0.31065 2.19963 -0.016 0.045 -0.069 0.040
H 2.08435 5.97007 0.78569 0.052 0.103 0.044 0.065
H -0.58350 2.64601 4.71750 -0.002 0.008 -0.002 0.099
H 2.32555 -1.46422 -4.65970 -0.091 -0.025 0.079 0.111
H 0.13155 -0.55327 -3.23801 0.105 -0.014 -0.101 0.076
H 0.22733 -2.04460 -4.18459 -0.037 -0.008 0.033 0.121
H 1.39610 -3.57768 -1.62898 0.050 0.081 0.041 0.105

***

Entry 3:
72
Properties=species:S:1:pos:R:3:forces:R:3:lowdin_charge:R:1 method="wB97M-V/def2-TZVPD" total_charge=+2 multiplicity=5
Os -0.14575 -1.72868 -0.55131 -3.333 3.573 1.751 1.531
Se -3.75286 0.97223 4.10395 0.321 -0.508 -0.218 0.943
P 0.16159 0.48049 2.30239 -2.655 -3.543 1.980 0.932
P -0.42147 1.44777 -0.78954 -1.100 0.578 -0.572 1.148
N -0.91131 1.40156 -2.72514 0.323 0.084 -0.099 -0.112
N 0.42259 1.05518 3.79845 1.262 0.584 0.389 -0.213
N -1.48841 0.70055 2.31292 0.618 0.637 -1.214 -0.087
N 0.16697 -1.22924 2.36608 -0.361 2.242 -1.235 -0.178
N -0.91812 3.05048 -0.63221 0.021 0.707 0.158 -0.287
C 1.38743 0.61601 4.68820 0.197 0.440 1.288 -0.110
C 0.26613 -3.90068 -2.27723 -0.558 -0.920 0.098 -0.165
C -1.67451 0.34204 -3.21392 0.747 0.292 0.285 -0.126
C 1.29212 1.61434 -0.20067 0.887 0.051 -1.293 -0.341
C 2.78647 -1.30948 -1.36362 -0.163 0.324 -0.225 -0.192
C -2.20648 4.70212 -1.44159 -0.178 0.122 -0.037 -0.055
C -2.14780 -0.67543 -0.40991 -1.026 -1.398 0.280 -0.333
C 0.26178 -3.41032 3.01904 0.013 0.572 -0.083 -0.064
C -1.39738 1.75275 -4.92435 -1.448 -2.071 -1.106 0.028
C -0.25428 2.13639 4.35991 -0.131 0.151 1.117 -0.132
C 1.29591 -3.04349 -0.16878 3.208 -0.262 1.049 -0.327
C 1.48037 -3.95302 -1.35562 0.045 -0.578 -0.220 -0.161
C 0.15358 2.25809 5.65457 0.413 -0.202 -0.078 -0.032
C -0.72327 -2.02133 1.43449 0.224 0.877 0.911 -0.400
C -2.20159 3.39700 -1.09154 0.586 -0.231 0.410 -0.146
C 2.02221 -1.25735 -2.70364 0.562 0.125 -0.053 -0.167
C 1.20439 1.29946 5.87097 0.232 -0.390 -0.850 -0.025
C -0.56930 -3.39977 1.91207 -0.020 -0.163 0.808 -0.102
C 1.44786 1.22208 1.29237 0.168 0.834 -1.224 -0.229
C 1.89637 -1.68139 -0.17814 0.850 -1.119 -1.267 -0.292
C -2.41467 0.68296 3.10969 0.021 0.918 -0.345 -0.803
C -0.30055 -2.50808 -2.36635 0.776 -0.254 -2.654 -0.340
C -0.78423 2.28644 -3.78913 0.315 -0.354 1.855 0.004
C 0.67832 -2.10123 3.28317 1.092 -1.666 1.309 -0.122
C -1.93525 0.48697 -4.57250 0.668 2.186 -0.789 0.031
C -0.13139 4.21996 -0.67488 -0.333 0.687 -0.350 -0.121
C -0.89601 5.24433 -1.17107 0.148 -0.454 0.146 -0.043
C 0.52487 -1.33551 -2.48890 0.146 0.217 -2.472 -0.335
H -2.71450 -1.54889 -0.09920 -0.584 -0.301 0.183 0.006
H 1.33567 -1.78202 4.06913 -0.072 -0.126 0.025 0.086
H 1.81664 2.11208 1.82704 -0.577 -0.255 0.116 0.122
H 2.23246 -0.29630 -3.20108 -0.077 -0.187 0.244 0.114
H 1.63667 -4.96566 -0.97048 -0.062 0.107 -0.302 0.134
H -2.82433 -0.22768 -1.15890 0.667 -0.105 -0.053 0.006
H 3.61834 -2.01817 -1.39981 0.051 0.095 -0.008 0.126
H 0.86952 4.24721 -0.26276 -0.269 0.084 -0.253 0.102
H -1.25580 -2.40974 -2.89075 -0.039 -0.262 0.390 0.121
H 2.25671 0.48409 1.40117 -0.289 0.006 0.008 0.097
H -0.29956 3.25373 -3.68607 -0.003 -0.259 0.120 0.144
H 1.78025 1.12609 6.76984 -0.125 0.144 -0.093 0.116
H 2.38038 -3.66773 -1.89503 0.127 -0.088 -0.046 0.107
H -1.74305 -1.67543 1.55609 -0.228 0.050 0.227 0.060
H 1.57764 -3.52675 0.76182 -0.831 -0.023 0.094 0.115
H -1.15419 -4.21629 1.51651 0.102 -0.038 -0.002 0.118
H 2.39972 -1.98427 -3.43816 -0.258 -0.107 0.348 0.129
H 2.39703 -1.37843 0.74041 -0.744 -0.152 0.288 0.100
H 1.84153 0.91684 -0.84801 0.037 0.134 0.355 0.050
H 0.46925 -4.33616 -3.26093 0.069 0.250 -0.019 0.135
H -2.46842 -0.24681 -5.15548 -0.043 0.243 -0.200 0.132
H -3.06874 5.22142 -1.83827 0.173 0.072 0.111 0.116
H -0.51956 -4.54089 -1.85283 0.088 0.014 -0.047 0.123
H -0.23466 2.95076 6.39508 0.133 -0.088 -0.317 0.121
H 0.56437 -4.27021 3.60527 -0.121 0.167 -0.050 0.122
H -2.01096 -0.49569 -2.62797 0.290 0.372 0.159 0.060
H -2.21064 0.02749 0.42515 0.176 -0.557 -0.207 -0.058
H -2.93327 2.61041 -1.07142 -0.392 0.136 -0.236 0.114
H 0.07002 -0.60109 -3.16946 0.131 -0.375 0.634 0.071
H -0.59199 6.28146 -1.32388 -0.066 -0.487 0.184 0.120
H 3.22276 -0.31909 -1.20027 0.223 -0.222 0.162 0.095
H 1.70210 2.60970 -0.39328 0.120 -0.384 0.179 0.071
H -0.95149 2.73147 3.80957 -0.287 -0.051 -0.148 0.109
H 2.13141 -0.09124 4.35298 -0.081 0.049 0.385 0.109
H -1.49563 2.21160 -5.90426 0.222 0.053 0.319 0.132

***

E_tot? In order: -110588.46513; -108919.34349; -123419.52307 eV.
Relative energy (zero: lowest compared OMol25 entry of this formula, charge and spin)? In order: 0.0; 193.4; 323.4 kJ/mol.
Molar mass? In order: 681.56; 778.17; 772.76 g mol⁻¹.